88
Properties=species:S:1:pos:R:3:mulliken_charge:R:1 method="wB97M-V/def2-TZVPD" energy_ev=-38646.14605 homo_ha=-0.182 total_charge=-1 gap_ev=7.00
C -4.923 -0.405 8.559 -0.043
C -3.940 -0.297 7.866 -0.421
C -2.825 -0.152 6.973 -0.942
Nb -3.310 -0.181 4.686 -0.921
C -3.745 -0.258 2.461 -0.777
N -5.024 0.409 2.065 -0.526
C -5.051 -1.515 5.312 -0.888
C -5.736 -2.353 4.228 -0.647
N -5.022 -3.578 3.869 -0.641
C -2.018 -2.066 4.632 -1.107
C -1.674 -2.638 3.307 -0.309
F -0.801 -3.762 3.422 -0.412
C -4.761 1.528 5.131 -0.696
C -4.437 2.879 4.590 0.418
C -5.056 3.344 3.308 -1.277
N -3.663 3.709 5.176 -0.837
C -1.543 1.242 4.555 -0.570
C -0.377 0.692 3.761 0.451
C -0.341 1.017 2.165 -1.220
O 0.603 1.498 3.365 -0.544
H -5.719 -0.597 9.226 0.426
H -2.277 0.761 7.194 0.446
H -2.135 -0.978 7.157 0.373
H -2.952 0.218 1.882 0.406
H -3.801 -1.309 2.153 0.495
H -5.389 -0.034 1.231 0.273
H -5.732 0.273 2.774 0.131
H -4.684 -2.214 6.065 0.650
H -5.799 -0.896 5.801 0.560
H -6.714 -2.648 4.622 0.353
H -5.955 -1.797 3.316 0.224
H -4.746 -3.612 2.903 0.313
H -4.237 -3.760 4.472 0.281
H -2.469 -2.826 5.267 0.769
H -1.093 -1.778 5.140 0.712
H -1.138 -1.943 2.665 -0.043
H -2.537 -3.017 2.771 0.141
H -5.772 1.245 4.835 0.508
H -4.799 1.641 6.215 0.682
H -5.174 4.421 3.330 0.448
H -5.989 2.834 3.098 0.284
H -4.392 3.090 2.485 0.179
H -3.292 3.289 6.028 0.303
H -1.775 2.172 4.038 0.469
H -1.086 1.494 5.519 0.262
H -0.024 -0.308 3.998 0.552
H 0.376 1.370 1.428 0.608
H -0.072 -0.060 1.960 0.104
C 3.525 -0.365 -4.131 -1.073
C 2.537 -0.503 -2.975 -0.617
C 2.691 0.582 -1.912 -0.383
C 4.047 0.601 -1.205 -0.704
C 4.428 -0.706 -0.511 -0.379
C 3.458 -1.104 0.598 -1.169
H 4.558 -0.451 -3.792 0.238
H 3.359 -1.142 -4.879 0.426
H 3.411 0.603 -4.625 0.280
H 2.642 -1.493 -2.522 0.293
H 1.520 -0.458 -3.371 0.388
H 1.895 0.467 -1.172 0.064
H 2.528 1.560 -2.376 0.371
H 4.037 1.405 -0.462 0.399
H 4.832 0.867 -1.920 0.308
H 5.429 -0.593 -0.086 0.364
H 4.500 -1.516 -1.244 0.246
H 3.399 -0.325 1.359 0.291
H 3.778 -2.026 1.086 0.409
H 2.452 -1.272 0.211 0.234
C 2.982 -0.435 -10.045 -1.219
C 3.186 0.741 -9.093 -0.090
C 4.477 1.517 -9.350 -0.699
C 5.760 0.704 -9.171 -0.752
C 5.926 0.069 -7.792 -0.279
C 5.997 1.085 -6.656 -1.104
H 3.776 -1.176 -9.947 0.280
H 2.037 -0.940 -9.843 0.386
H 2.964 -0.095 -11.083 0.296
H 3.162 0.382 -8.061 0.022
H 2.343 1.429 -9.194 0.356
H 4.502 2.389 -8.691 0.310
H 4.457 1.913 -10.370 0.376
H 6.616 1.359 -9.366 0.372
H 5.808 -0.081 -9.931 0.320
H 6.843 -0.527 -7.793 0.367
H 5.110 -0.633 -7.601 0.178
H 6.833 1.774 -6.800 0.342
H 6.137 0.581 -5.700 0.308
H 5.081 1.673 -6.584 0.245